Here is a structure of composition C42H61BClF4MoOP3SSi in a non-equilibrium geometry from the OMol25 dataset. Energies are from ωB97M-V/def2-TZVPD.

```
116
Properties=species:S:1:pos:R:3:forces:R:3
Mo 0.1847 -0.5130 -0.3205 1.550 -0.478 0.056
C -1.6679 4.8568 2.8709 0.074 -0.037 0.056
C -1.4471 3.3647 3.1356 -0.037 -0.015 -0.175
C -2.8307 2.7261 3.2082 0.073 -0.154 -0.030
P -0.1403 2.5318 2.0106 -0.145 -0.042 0.354
C 1.2668 2.7888 3.2502 0.070 0.128 -0.271
C 2.6153 2.1729 2.8977 0.110 -0.099 -0.161
C 1.5236 4.1992 3.7921 -0.046 -0.101 0.071
C -0.1434 3.6459 0.5620 -0.064 0.018 -0.132
C 0.4073 4.9238 0.5359 0.088 -0.064 0.051
C 0.1855 5.7771 -0.5296 0.029 0.089 -0.029
C -0.6056 5.3657 -1.5879 -0.024 0.022 -0.040
C -1.1215 4.0807 -1.5980 -0.021 -0.082 -0.035
C -0.8910 3.1884 -0.5461 0.245 -0.168 0.213
Si -1.4569 1.3701 -0.7247 -0.872 0.308 -0.278
C -2.1943 1.2914 -2.4999 0.157 -0.025 0.033
C -3.3665 1.9714 -2.8421 -0.029 -0.013 0.021
C -3.9154 1.8897 -4.1112 -0.006 0.003 0.044
C -3.2899 1.1241 -5.0838 0.004 -0.008 -0.018
C -2.1199 0.4526 -4.7748 -0.012 0.048 -0.067
C -1.5747 0.5297 -3.4939 -0.036 -0.043 0.054
P -0.0218 -0.3085 -3.0416 -0.050 0.182 -0.350
C 0.1223 -1.8733 -4.0826 -0.165 -0.064 0.142
C 0.5114 -1.7219 -5.5601 -0.014 0.009 0.037
C -1.1135 -2.7692 -4.0071 0.082 -0.011 0.046
C 1.2111 0.7473 -3.9298 0.160 -0.006 0.248
C 1.1336 2.2073 -3.4924 -0.004 -0.034 0.018
C 2.6092 0.1229 -3.8336 -0.015 0.059 0.036
C -2.9947 1.0070 0.3366 0.165 -0.069 0.052
C -4.0296 1.9403 0.4042 -0.042 0.000 -0.062
C -5.2153 1.6686 1.0658 0.007 -0.007 -0.049
C -5.3703 0.4558 1.7196 -0.023 0.007 -0.016
C -4.3538 -0.4844 1.6761 -0.013 0.012 0.046
C -3.1775 -0.2273 0.9736 0.059 0.043 0.203
P -1.9868 -1.5666 0.5982 -0.548 -0.109 -0.124
C -3.1486 -2.4746 -0.5837 0.276 0.004 -0.239
C -3.4267 -1.6501 -1.8302 -0.036 0.086 0.098
C -2.7370 -3.9053 -0.9452 -0.068 0.002 0.083
C -1.8966 -2.9711 1.8602 0.172 0.128 0.046
C -3.2339 -3.6161 2.2596 -0.016 0.000 -0.059
C -1.0958 -2.8372 3.1519 0.017 -0.083 0.018
H -2.3447 5.2499 3.6350 -0.008 0.007 -0.014
H -2.1407 5.0029 1.8985 -0.016 0.014 -0.017
H -0.7623 5.4566 2.8880 0.026 0.010 -0.022
H -0.9917 3.2364 4.1191 0.043 0.035 -0.002
H -3.4557 3.1002 2.4038 -0.020 0.022 0.056
H -3.3051 3.0142 4.1505 -0.003 0.003 -0.005
H -2.8039 1.6414 3.1537 0.019 -0.066 0.024
H 0.8403 2.1948 4.0652 -0.103 -0.045 -0.018
H 3.2754 2.9150 2.4525 0.000 -0.027 -0.072
H 2.5342 1.3507 2.1986 0.040 -0.109 -0.051
H 3.0945 1.7938 3.8038 0.012 0.057 0.024
H 2.0094 4.8187 3.0392 -0.003 0.020 0.032
H 2.2217 4.1160 4.6294 0.014 0.010 -0.011
H 0.6361 4.7061 4.1596 -0.020 0.023 0.018
H 1.0331 5.2595 1.3492 -0.063 -0.002 0.028
H 0.6209 6.7686 -0.5279 0.033 -0.020 -0.003
H -0.7983 6.0312 -2.4200 -0.003 -0.001 0.004
H -1.6970 3.7630 -2.4574 0.049 0.018 -0.003
H -3.8766 2.5706 -2.1002 -0.010 0.018 -0.019
H -4.8310 2.4202 -4.3401 -0.003 -0.001 0.005
H -3.7122 1.0503 -6.0778 0.013 -0.002 -0.005
H -1.6392 -0.1299 -5.5457 -0.001 0.003 0.030
H 0.9325 -2.4004 -3.5728 0.037 0.025 -0.042
H -0.2648 -1.2439 -6.1547 0.006 -0.048 -0.024
H 0.6460 -2.7281 -5.9629 -0.009 0.002 -0.006
H 1.4385 -1.1862 -5.7237 -0.012 0.027 -0.055
H -1.9912 -2.2851 -4.4383 -0.005 -0.010 -0.020
H -1.3364 -3.0517 -2.9863 -0.032 -0.002 -0.023
H -0.9242 -3.6869 -4.5682 0.001 0.011 -0.020
H 0.8763 0.7088 -4.9709 -0.040 -0.025 -0.001
H 1.3517 2.3425 -2.4373 -0.004 0.000 0.057
H 0.1434 2.6163 -3.6930 -0.016 0.013 -0.045
H 1.8650 2.7939 -4.0500 0.024 -0.006 0.016
H 2.8667 -0.1353 -2.8118 0.042 0.057 0.108
H 3.3561 0.8342 -4.1783 0.045 0.049 -0.016
H 2.6997 -0.7819 -4.4318 0.005 0.019 0.031
H -3.8917 2.9164 -0.0488 -0.013 0.015 0.025
H -6.0050 2.4090 1.0936 0.004 0.005 0.009
H -6.2861 0.2372 2.2538 0.014 -0.001 0.023
H -4.4980 -1.4287 2.1798 0.014 -0.012 -0.011
H -4.0840 -2.5077 -0.0234 0.022 0.006 0.071
H -2.5109 -1.4548 -2.3717 -0.022 0.027 -0.074
H -3.8818 -0.6906 -1.5896 -0.033 0.006 -0.009
H -4.1022 -2.1926 -2.4951 -0.003 -0.010 0.007
H -1.7053 -3.9631 -1.2785 0.005 -0.036 0.004
H -3.3771 -4.2644 -1.7541 -0.002 0.003 -0.003
H -2.8518 -4.5950 -0.1107 0.008 -0.003 -0.014
H -1.3423 -3.6727 1.2261 -0.032 -0.009 -0.022
H -3.6691 -3.0868 3.1073 0.008 0.008 0.007
H -3.0263 -4.6337 2.5963 0.004 0.002 0.014
H -3.9806 -3.6804 1.4752 -0.017 -0.021 0.015
H -1.6317 -2.2304 3.8781 0.010 0.004 -0.024
H -0.1066 -2.4244 2.9957 -0.062 -0.031 0.024
H -0.9739 -3.8404 3.5693 -0.045 -0.014 -0.005
O -1.0158 0.0802 3.7668 0.085 0.245 0.092
H -0.8406 -0.1747 4.6789 0.031 -0.024 -0.029
H -0.2299 -0.2077 3.2698 -0.098 0.033 0.139
F 2.7059 2.7705 0.0224 -0.102 -0.057 0.046
B 3.2557 1.6968 -0.6451 0.267 0.075 0.250
F 2.1167 0.6592 -0.7366 -0.633 -0.234 -0.305
F 4.2627 1.0508 0.0235 -0.093 -0.048 0.225
F 3.6478 2.0525 -1.9129 -0.170 -0.153 -0.189
Cl 0.5354 -2.7569 -1.0303 -0.026 0.194 0.163
S 1.3509 -0.9990 1.7493 -0.181 0.503 -0.245
C 2.6067 -2.2433 1.7100 -0.043 -0.049 -0.001
C 3.3190 -2.5988 0.5688 0.070 0.091 0.052
C 4.2936 -3.5821 0.6432 0.005 -0.009 -0.005
C 4.5883 -4.1966 1.8514 0.003 0.009 0.018
C 3.9016 -3.8185 2.9962 0.005 -0.003 0.024
C 2.9153 -2.8480 2.9288 -0.064 -0.053 -0.063
H 3.1341 -2.0896 -0.3637 -0.015 0.003 -0.038
H 4.8299 -3.8678 -0.2528 0.028 0.052 0.003
H 5.3621 -4.9510 1.9056 -0.020 -0.022 -0.013
H 4.1312 -4.2820 3.9473 0.008 0.009 0.003
H 2.3773 -2.5503 3.8204 -0.003 -0.020 0.006
```
Forces are in eV/Å.

Values from the calculation:
LUMO energy (alpha / beta) = -1.4 / -1.1 eV
DFT total energy = -119104.10652 eV
Kohn-Sham gap (alpha / beta) = 6.091 / 6.706 eV
HOMO (alpha / beta) = -7.534 / -7.840 eV
spin multiplicity = 3

Atom charges from the Mulliken analysis, given in e for atoms 1 to 99: number 1, Mo, carries -0.969; number 2, C, carries -1.900; number 3, C, carries 0.594; number 4, C, carries -1.558; number 5, P, carries 1.591; number 6, C, carries 0.684; number 7, C, carries -1.162; number 8, C, carries -1.869; number 9, C, carries 0.751; number 10, C, carries -0.610; number 11, C, carries -1.134; number 12, C, carries -0.892; number 13, C, carries -0.240; number 14, C, carries 0.772; number 15, Si, carries 1.292; number 16, C, carries 0.129; number 17, C, carries 0.401; number 18, C, carries -0.888; number 19, C, carries -1.108; number 20, C, carries -0.258; number 21, C, carries -0.312; number 22, P, carries 1.233; number 23, C, carries 0.450; number 24, C, carries -1.748; number 25, C, carries -1.207; number 26, C, carries 0.546; number 27, C, carries -1.527; number 28, C, carries -1.662; number 29, C, carries 0.436; number 30, C, carries -1.013; number 31, C, carries -0.820; number 32, C, carries -1.065; number 33, C, carries -0.859; number 34, C, carries 0.222; number 35, P, carries 2.248; number 36, C, carries 0.307; number 37, C, carries -1.380; number 38, C, carries -1.852; number 39, C, carries 1.151; number 40, C, carries -2.310; number 41, C, carries -0.928; number 42, H, carries 0.472; number 43, H, carries 0.296; number 44, H, carries 0.405; number 45, H, carries 0.664; number 46, H, carries 0.371; number 47, H, carries 0.562; number 48, H, carries -0.020; number 49, H, carries 0.339; number 50, H, carries 0.375; number 51, H, carries -0.244; number 52, H, carries 0.481; number 53, H, carries 0.337; number 54, H, carries 0.449; number 55, H, carries 0.338; number 56, H, carries 0.147; number 57, H, carries 0.402; number 58, H, carries 0.385; number 59, H, carries 0.336; number 60, H, carries 0.374; number 61, H, carries 0.446; number 62, H, carries 0.414; number 63, H, carries 0.128; number 64, H, carries 0.573; number 65, H, carries 0.264; number 66, H, carries 0.512; number 67, H, carries 0.404; number 68, H, carries 0.242; number 69, H, carries -0.144; number 70, H, carries 0.540; number 71, H, carries 0.807; number 72, H, carries -0.047; number 73, H, carries 0.349; number 74, H, carries 0.668; number 75, H, carries 0.061; number 76, H, carries 0.488; number 77, H, carries 0.440; number 78, H, carries 0.566; number 79, H, carries 0.367; number 80, H, carries 0.379; number 81, H, carries 0.230; number 82, H, carries 0.946; number 83, H, carries -0.303; number 84, H, carries 0.080; number 85, H, carries 0.776; number 86, H, carries 0.256; number 87, H, carries 0.501; number 88, H, carries 0.351; number 89, H, carries 0.342; number 90, H, carries 0.499; number 91, H, carries 0.494; number 92, H, carries 0.455; number 93, H, carries 0.261; number 94, H, carries -0.289; number 95, H, carries 0.544; number 96, O, carries -0.483; number 97, H, carries 0.288; number 98, H, carries -0.106; number 99, F, carries -0.199